Entry 1:
{
  "formula": "C32H74FNO10S",
  "method": "wB97M-V/def2-TZVPD",
  "spin_multiplicity": 1,
  "total_energy_ev": -69896.915,
  "smiles": "CCCCON(CCCCCCOC(C)=O)S(=O)(=O)F.CCOCC.CCOCC.CCOCC.CCOCC.CCOCC",
  "e_homo_ev": -9.38,
  "species": ["C", "C", "C", "C", "O", "N", "C", "C", "C", "C", "C", "C", "O", "C", "C", "O", "S", "O", "O", "F", "H", "H", "H", "H", "H", "H", "H", "H", "H", "H", "H", "H", "H", "H", "H", "H", "H", "H", "H", "H", "H", "H", "H", "H", "C", "C", "O", "C", "C", "H", "H", "H", "H", "H", "H", "H", "H", "H", "H", "C", "C", "O", "C", "C", "H", "H", "H", "H", "H", "H", "H", "H", "H", "H", "C", "C", "O", "C", "C", "H", "H", "H", "H", "H", "H", "H", "H", "H", "H", "C", "C", "O", "C", "C", "H", "H", "H", "H", "H", "H", "H", "H", "H", "H", "C", "C", "O", "C", "C", "H", "H", "H", "H", "H", "H", "H", "H", "H", "H"],
  "coordinates": [[0.488, 0.580, 1.538], [1.450, -0.408, 0.842], [1.755, -0.065, -0.657], [1.687, 1.427, -0.987], [0.330, 1.848, -1.291], [0.373, 3.227, -1.429], [-0.528, 3.926, -0.491], [-2.030, 3.904, -0.839], [-2.720, 2.525, -0.521], [-3.720, 2.709, 0.644], [-4.434, 1.410, 1.090], [-5.051, 0.572, -0.061], [-4.676, -0.810, 0.111], [-4.115, -1.347, -1.029], [-4.956, -2.411, -1.746], [-3.048, -1.036, -1.404], [0.235, 3.723, -3.025], [-0.213, 5.067, -3.063], [1.483, 3.553, -3.674], [-0.876, 2.790, -3.673], [0.902, 1.594, 1.646], [-0.507, 0.620, 1.072], [0.354, 0.218, 2.573], [0.943, -1.386, 0.833], [2.371, -0.488, 1.434], [2.800, -0.367, -0.834], [1.113, -0.617, -1.358], [2.002, 2.038, -0.123], [2.383, 1.704, -1.793], [-0.426, 3.390, 0.468], [-0.169, 4.942, -0.282], [-2.276, 4.247, -1.849], [-2.511, 4.626, -0.153], [-3.284, 2.277, -1.435], [-1.994, 1.718, -0.361], [-3.171, 3.087, 1.528], [-4.407, 3.522, 0.357], [-3.760, 0.806, 1.714], [-5.254, 1.705, 1.768], [-4.838, 0.967, -1.062], [-6.146, 0.619, 0.069], [-4.236, -3.004, -2.322], [-5.486, -3.052, -1.031], [-5.668, -1.888, -2.398], [-0.714, -6.004, -1.905], [-1.978, -6.727, -1.472], [-3.138, -6.311, -2.172], [-3.134, -6.518, -3.573], [-3.021, -7.980, -3.973], [-0.858, -4.923, -1.868], [0.118, -6.272, -1.252], [-0.431, -6.263, -2.927], [-2.168, -6.509, -0.421], [-1.855, -7.813, -1.549], [-2.346, -5.922, -4.046], [-4.084, -6.124, -3.938], [-2.046, -8.395, -3.709], [-3.149, -8.090, -5.050], [-3.780, -8.576, -3.463], [4.375, 3.655, -2.666], [5.217, 3.790, -1.410], [6.318, 2.898, -1.361], [7.281, 3.041, -2.391], [7.959, 4.400, -2.407], [4.076, 2.617, -2.820], [3.481, 4.271, -2.592], [4.924, 3.972, -3.555], [4.600, 3.551, -0.542], [5.557, 4.823, -1.275], [6.834, 2.815, -3.366], [8.033, 2.272, -2.207], [7.260, 5.195, -2.678], [8.772, 4.410, -3.134], [8.362, 4.640, -1.422], [2.142, -3.984, 5.458], [2.345, -2.948, 4.366], [1.309, -1.983, 4.300], [1.125, -1.179, 5.451], [2.336, -0.332, 5.802], [1.153, -4.438, 5.380], [2.897, -4.768, 5.384], [2.219, -3.540, 6.452], [2.350, -3.450, 3.398], [3.320, -2.456, 4.468], [0.819, -1.797, 6.303], [0.285, -0.519, 5.226], [3.178, -0.948, 6.124], [2.097, 0.354, 6.616], [2.665, 0.245, 4.936], [-1.426, 9.249, -6.403], [-0.356, 8.864, -7.411], [0.963, 8.976, -6.909], [1.278, 8.154, -5.797], [1.159, 6.667, -6.083], [-1.221, 10.236, -5.983], [-2.408, 9.264, -6.878], [-1.470, 8.542, -5.572], [-0.412, 9.544, -8.263], [-0.533, 7.856, -7.802], [0.668, 8.434, -4.930], [2.312, 8.383, -5.538], [0.122, 6.374, -6.258], [1.529, 6.087, -5.237], [1.729, 6.400, -6.974], [-2.998, -5.753, 7.560], [-1.944, -6.158, 6.543], [-0.627, -6.176, 7.065], [-0.387, -7.080, 8.129], [-0.607, -8.535, 7.754], [-2.726, -4.811, 8.039], [-3.968, -5.636, 7.075], [-3.107, -6.501, 8.347], [-1.936, -5.428, 5.732], [-2.189, -7.126, 6.090], [-0.985, -6.807, 9.006], [0.659, -6.941, 8.410], [-1.660, -8.743, 7.552], [-0.289, -9.189, 8.566], [-0.045, -8.788, 6.853]]
}

=====

Entry 2:
{
  "formula": "C32H76O26P4S5",
  "method": "wB97M-V/def2-TZVPD",
  "spin_multiplicity": 1,
  "total_energy_ev": -178983.022,
  "smiles": "COP(=O)(OC)OC.COP(=O)(OC)OC.COP(=O)(OC)OC.COP(=O)(OC)OC.O=S1(=O)CCCC1.O=S1(=O)CCCC1.O=S1(=O)CCCC1.O=S1(=O)CCCC1.O=S1(=O)CCCC1",
  "e_homo_ev": -10.07,
  "species": ["C", "O", "P", "O", "O", "C", "O", "C", "H", "H", "H", "H", "H", "H", "H", "H", "H", "C", "O", "P", "O", "O", "C", "O", "C", "H", "H", "H", "H", "H", "H", "H", "H", "H", "C", "O", "P", "O", "O", "C", "O", "C", "H", "H", "H", "H", "H", "H", "H", "H", "H", "C", "O", "P", "O", "O", "C", "O", "C", "H", "H", "H", "H", "H", "H", "H", "H", "H", "O", "S", "O", "C", "C", "C", "C", "H", "H", "H", "H", "H", "H", "H", "H", "O", "S", "O", "C", "C", "C", "C", "H", "H", "H", "H", "H", "H", "H", "H", "O", "S", "O", "C", "C", "C", "C", "H", "H", "H", "H", "H", "H", "H", "H", "O", "S", "O", "C", "C", "C", "C", "H", "H", "H", "H", "H", "H", "H", "H", "O", "S", "O", "C", "C", "C", "C", "H", "H", "H", "H", "H", "H", "H", "H"],
  "coordinates": [[7.150, -4.820, 0.835], [7.901, -4.185, 1.790], [9.320, -3.488, 1.436], [9.391, -3.003, 0.041], [9.731, -2.360, 2.565], [9.304, -2.287, 3.879], [10.333, -4.747, 1.661], [11.617, -4.863, 0.970], [7.679, -5.254, -0.013], [6.406, -4.130, 0.434], [6.587, -5.650, 1.261], [8.964, -1.302, 4.199], [10.122, -2.569, 4.542], [8.525, -3.042, 3.980], [12.151, -3.976, 0.627], [11.544, -5.613, 0.183], [12.267, -5.198, 1.778], [0.495, 0.022, -0.546], [0.575, -0.056, 0.832], [1.711, 0.941, 1.598], [1.888, 0.869, 3.078], [1.086, 2.338, 1.316], [-0.120, 2.683, 1.956], [3.106, 1.042, 0.651], [4.138, 0.326, 1.050], [1.170, -0.441, -1.266], [0.364, 1.008, -0.992], [-0.472, -0.314, -0.920], [-0.740, 1.830, 2.231], [-0.729, 3.363, 1.361], [0.000, 3.256, 2.876], [4.248, -0.492, 0.338], [4.165, -0.287, 1.952], [4.918, 1.080, 0.942], [-2.946, -0.545, -6.207], [-4.149, -1.373, -5.900], [-5.132, -2.078, -7.079], [-5.931, -1.123, -7.943], [-5.979, -3.134, -6.260], [-7.282, -2.607, -5.733], [-4.101, -3.020, -7.873], [-4.458, -3.639, -9.028], [-3.177, 0.520, -6.167], [-2.317, -0.676, -7.088], [-2.348, -0.810, -5.335], [-7.441, -2.907, -4.697], [-8.179, -3.102, -6.104], [-7.419, -1.532, -5.842], [-3.691, -4.385, -9.238], [-4.373, -3.015, -9.917], [-5.482, -4.009, -9.060], [-4.224, -0.592, 2.331], [-4.993, -0.732, 3.555], [-5.350, 0.611, 4.317], [-4.648, 1.834, 3.860], [-6.962, 0.752, 4.257], [-7.809, -0.291, 4.667], [-5.069, 0.181, 5.816], [-3.816, 0.598, 6.397], [-4.136, -1.563, 1.845], [-3.249, -0.152, 2.540], [-4.652, 0.043, 1.555], [-7.729, -1.034, 3.873], [-8.841, 0.058, 4.701], [-7.473, -0.633, 5.646], [-3.430, -0.388, 6.658], [-3.854, 1.358, 7.178], [-3.109, 1.094, 5.733], [1.081, -5.141, 0.996], [1.111, -5.350, 2.450], [2.358, -5.394, 3.315], [-0.066, -4.140, 3.141], [-1.040, -4.939, 4.050], [-1.488, -6.125, 3.248], [-0.072, -6.727, 2.875], [-0.521, -3.716, 2.246], [0.512, -3.441, 3.745], [-0.355, -5.182, 4.862], [-1.893, -4.434, 4.503], [-2.080, -5.905, 2.360], [-2.089, -6.794, 3.864], [-0.097, -7.448, 2.058], [0.167, -7.158, 3.847], [-2.383, -6.601, -1.808], [-2.580, -5.552, -2.843], [-3.259, -4.287, -2.606], [-1.009, -5.198, -3.736], [-1.133, -5.635, -5.204], [-2.239, -6.720, -5.326], [-3.377, -6.250, -4.356], [-0.208, -5.628, -3.135], [-0.931, -4.121, -3.588], [-1.440, -4.797, -5.830], [-0.234, -6.058, -5.651], [-1.764, -7.611, -4.915], [-2.628, -6.813, -6.339], [-4.242, -6.893, -4.195], [-3.859, -5.399, -4.838], [-6.990, 2.888, -1.712], [-6.822, 4.042, -2.558], [-7.944, 4.756, -3.166], [-5.702, 5.166, -1.662], [-4.299, 4.673, -2.007], [-4.234, 4.449, -3.494], [-5.560, 3.606, -3.847], [-5.883, 5.297, -0.595], [-5.959, 6.089, -2.182], [-3.632, 5.459, -1.654], [-4.036, 3.784, -1.433], [-3.239, 4.052, -3.693], [-4.386, 5.375, -4.049], [-5.504, 2.523, -3.740], [-5.955, 4.077, -4.747], [-1.581, 9.071, 3.595], [-2.605, 8.964, 4.594], [-3.627, 9.970, 4.845], [-3.411, 7.287, 4.496], [-3.529, 6.799, 5.934], [-2.135, 7.080, 6.623], [-1.823, 8.594, 6.304], [-2.802, 6.667, 3.839], [-4.259, 7.696, 3.946], [-4.339, 7.368, 6.392], [-3.774, 5.745, 6.065], [-1.343, 6.585, 6.060], [-1.891, 6.731, 7.626], [-0.785, 8.915, 6.218], [-2.304, 9.338, 6.940], [12.237, 4.637, -1.450], [11.067, 5.465, -1.688], [11.176, 6.911, -1.649], [10.118, 4.931, -3.220], [8.587, 4.735, -2.720], [8.766, 4.027, -1.312], [9.738, 4.981, -0.508], [10.501, 3.922, -3.374], [10.485, 5.488, -4.082], [8.046, 5.672, -2.594], [8.004, 4.006, -3.283], [9.128, 3.013, -1.485], [7.768, 3.943, -0.882], [10.246, 4.410, 0.269], [9.190, 5.882, -0.231]]
}

=====

Entry 3:
{
  "formula": "C32H77BrN2O10P",
  "method": "wB97M-V/def2-TZVPD",
  "spin_multiplicity": 1,
  "total_energy_ev": -137214.029,
  "e_homo_ev": -4.13,
  "total_charge": -1,
  "species": ["C", "C", "C", "N", "P", "N", "C", "C", "C", "C", "Br", "C", "O", "O", "H", "H", "H", "H", "H", "H", "H", "H", "H", "H", "H", "H", "H", "C", "C", "C", "O", "H", "H", "H", "H", "H", "H", "H", "H", "C", "C", "C", "O", "H", "H", "H", "H", "H", "H", "H", "H", "C", "C", "C", "O", "H", "H", "H", "H", "H", "H", "H", "H", "C", "C", "C", "O", "H", "H", "H", "H", "H", "H", "H", "H", "C", "C", "C", "O", "H", "H", "H", "H", "H", "H", "H", "H", "C", "C", "C", "O", "H", "H", "H", "H", "H", "H", "H", "H", "C", "C", "C", "O", "H", "H", "H", "H", "H", "H", "H", "H", "C", "C", "C", "O", "H", "H", "H", "H", "H", "H", "H", "H"],
  "coordinates": [[1.413, -5.751, -2.890], [1.519, -5.284, -4.128], [1.438, -4.865, -5.694], [0.880, -3.518, -5.967], [1.579, -2.232, -4.986], [2.492, -1.220, -5.875], [-0.611, -3.465, -6.044], [-1.378, -3.674, -4.619], [-2.769, -2.805, -4.748], [-4.033, -3.628, -4.157], [-5.561, -3.300, -5.451], [-1.288, -4.423, -7.150], [-1.794, -5.574, -6.783], [-1.431, -4.095, -8.525], [1.333, -6.484, -1.996], [0.942, -5.736, -6.257], [2.546, -4.850, -6.061], [0.467, -1.511, -4.409], [2.424, -2.699, -3.917], [3.431, -1.245, -5.427], [-0.878, -2.372, -6.365], [-0.800, -3.205, -3.729], [-1.589, -4.773, -4.364], [-2.687, -1.799, -4.193], [-3.003, -2.561, -5.864], [-4.355, -3.240, -3.116], [-3.870, -4.776, -4.172], [-4.347, 0.711, -1.414], [-2.843, 0.497, -1.467], [-2.093, 1.819, -1.439], [-2.508, -0.213, -2.657], [-4.690, 1.289, -2.278], [-4.873, -0.248, -1.446], [-4.639, 1.240, -0.502], [-2.529, -0.120, -0.620], [-2.357, 2.437, -2.304], [-1.014, 1.650, -1.490], [-2.318, 2.380, -0.528], [-2.782, 0.325, -3.413], [-2.768, -4.589, 0.623], [-3.556, -3.313, 0.378], [-4.128, -2.758, 1.674], [-4.620, -3.580, -0.532], [-3.408, -5.369, 1.048], [-2.373, -4.983, -0.319], [-1.932, -4.413, 1.306], [-2.909, -2.564, -0.089], [-4.815, -3.474, 2.136], [-4.702, -1.847, 1.481], [-3.333, -2.526, 2.389], [-5.200, -4.242, -0.128], [-5.326, -9.378, -3.992], [-4.855, -8.112, -4.691], [-3.695, -8.396, -5.632], [-4.450, -7.155, -3.716], [-4.523, -9.811, -3.386], [-6.152, -9.157, -3.310], [-5.660, -10.128, -4.715], [-5.685, -7.673, -5.253], [-2.835, -8.795, -5.083], [-3.360, -7.475, -6.119], [-3.980, -9.116, -6.405], [-3.715, -7.535, -3.213], [0.386, 3.227, 2.471], [-1.043, 2.708, 2.473], [-1.671, 2.818, 3.854], [-1.052, 1.345, 2.057], [1.015, 2.646, 3.154], [0.829, 3.131, 1.476], [0.425, 4.278, 2.771], [-1.640, 3.273, 1.751], [-1.114, 2.223, 4.585], [-2.694, 2.430, 3.843], [-1.694, 3.857, 4.195], [-0.524, 0.835, 2.692], [3.259, 7.965, 2.445], [3.322, 6.453, 2.293], [4.312, 6.045, 1.213], [2.027, 5.955, 1.961], [2.928, 8.437, 1.514], [2.535, 8.243, 3.216], [4.235, 8.375, 2.716], [3.611, 5.999, 3.247], [4.017, 6.450, 0.239], [4.337, 4.956, 1.107], [5.319, 6.397, 1.447], [1.763, 6.351, 1.118], [3.081, 3.628, 6.288], [1.652, 3.109, 6.290], [1.024, 3.219, 7.671], [1.643, 1.745, 5.874], [3.709, 3.046, 6.971], [3.523, 3.531, 5.292], [3.120, 4.679, 6.587], [1.054, 3.674, 5.568], [1.580, 2.623, 8.402], [0.001, 2.831, 7.659], [1.001, 4.258, 8.012], [2.170, 1.237, 6.507], [-0.596, -3.452, 4.605], [0.281, -2.409, 3.931], [1.757, -2.703, 4.146], [-0.027, -1.120, 4.457], [-0.428, -3.464, 5.687], [-1.654, -3.222, 4.451], [-0.395, -4.452, 4.210], [0.064, -2.383, 2.859], [2.007, -2.689, 5.213], [2.375, -1.939, 3.667], [2.029, -3.680, 3.738], [0.162, -1.132, 5.406], [7.165, 10.693, 1.457], [7.227, 9.182, 1.305], [8.217, 8.774, 0.226], [5.933, 8.685, 0.973], [6.834, 11.166, 0.526], [6.441, 10.973, 2.228], [8.141, 11.104, 1.729], [7.515, 8.728, 2.259], [7.923, 9.180, -0.748], [8.243, 7.686, 0.120], [9.225, 9.127, 0.461], [5.668, 9.081, 0.130]]
}